# 1
Formula: C9H23NO7PSn
Source: the OMol25 dataset
Level of theory: ωB97M-V/def2-TZVPD

Geometry as XYZ:
```
42
Properties=species:S:1:pos:R:3
Sn 0.352 1.425 0.183
P 2.297 3.262 -1.639
O 3.257 4.326 -2.290
O 2.211 3.605 -0.096
O 2.731 1.768 -1.761
O 0.830 3.509 -2.195
C 4.301 -1.947 -0.363
C 3.064 -1.810 -1.291
C 2.402 -3.134 -1.659
O 2.194 -0.824 -0.820
H 5.077 -2.476 -0.916
H 4.065 -2.577 0.495
H 4.666 -0.999 0.032
H 3.453 -1.402 -2.225
H 1.502 -3.012 -2.261
H 2.081 -3.627 -0.741
H 3.148 -3.745 -2.167
H 2.525 0.040 -1.077
C -2.533 2.521 -2.308
O -2.302 1.945 -1.028
C -3.554 1.689 -0.335
C -3.535 0.606 0.710
N -2.500 0.923 1.725
C -2.499 -0.034 2.804
C -1.595 -1.238 2.442
O -0.225 -0.814 2.399
C 0.746 -1.833 2.120
H -3.106 3.446 -2.377
H -2.833 1.673 -2.923
H -1.546 2.729 -2.722
H -4.336 1.538 -1.078
H -3.747 2.656 0.129
H -3.286 -0.363 0.276
H -4.533 0.395 1.093
H -2.650 1.830 2.142
H -3.462 -0.468 3.071
H -2.112 0.467 3.692
H -1.907 -1.702 1.506
H -1.725 -1.925 3.278
H 0.727 -2.667 2.821
H 1.758 -1.434 2.195
H 0.601 -2.322 1.157
```

The energy above the lowest of the compared OMol25 structures with the same formula, charge and spin is 0.0 kJ/mol. Its total charge is -1. Its HOMO energy is -2.873 eV. For the molecular weight, the calculation gives 406.968 g/mol.

---

# 2
Formula: C9H24BaN4S3
Source: the OMol25 dataset
Level of theory: ωB97M-V/def2-TZVPD

Geometry as XYZ:
```
41
Properties=species:S:1:pos:R:3
Ba -0.062 -0.039 0.072
S -0.346 -2.796 -0.503
S -0.402 2.722 -0.495
C 1.266 -3.582 -0.439
C -0.533 -2.501 -2.287
C 0.156 -1.261 -2.837
N -0.421 -0.037 -2.342
C 0.132 1.197 -2.837
C -0.579 2.424 -2.291
H -1.616 -2.454 -2.479
H -0.153 -3.392 -2.801
H 0.047 -1.241 -3.927
H 1.232 -1.277 -2.607
H 0.024 1.175 -3.927
H 1.209 1.234 -2.607
H -1.661 2.357 -2.480
H -0.217 3.323 -2.802
C 1.200 3.539 -0.438
H -1.433 -0.047 -2.433
H 1.912 3.146 -1.175
H 1.619 3.403 0.570
H 1.047 4.617 -0.609
H 1.689 -3.424 0.566
H 1.966 -3.185 -1.186
H 1.131 -4.665 -0.595
C -2.590 -0.058 0.575
C -1.897 -0.046 1.746
H -2.907 -0.998 0.114
H -2.925 0.877 0.114
H -1.603 -0.986 2.249
H -1.620 0.884 2.248
N 0.922 1.428 2.214
N 0.514 0.730 3.521
C 0.629 -0.600 3.670
N 0.246 -1.123 4.838
S 1.170 -1.632 2.401
H 1.911 1.324 2.137
H 0.645 2.385 2.285
H 0.120 1.351 4.165
H 0.282 -2.175 5.007
H -0.101 -0.595 5.603
```

Its total charge is +2. Its HOMO energy is -14.988 eV. For the molecular weight, the calculation gives 421.848 g/mol.

---

# 3
Formula: C9H24BrMnO3
Source: the OMol25 dataset
Level of theory: ωB97M-V/def2-TZVPD

Geometry as XYZ:
```
38
Properties=species:S:1:pos:R:3
Mn 1.769 1.480 2.075
Br 0.592 -0.704 1.837
C 3.838 0.370 -1.589
C 3.598 -0.200 -0.206
C 4.705 -1.110 0.250
O 3.414 0.894 0.742
H 3.022 1.028 -1.887
H 3.808 -0.431 -2.328
H 4.830 0.825 -1.608
H 2.710 -0.828 -0.247
H 5.701 -0.701 0.058
H 4.682 -2.098 -0.215
H 4.625 -1.401 1.301
H 4.213 1.438 0.751
C -1.918 -2.354 -3.087
C -0.855 -2.114 -2.051
C -0.095 -0.828 -2.328
O -1.457 -2.070 -0.752
H -2.241 -3.397 -3.126
H -1.523 -2.110 -4.073
H -2.850 -1.833 -2.864
H -0.135 -2.942 -2.025
H -0.808 -0.005 -2.416
H 0.476 -0.902 -3.257
H 0.624 -0.551 -1.549
H -0.735 -2.111 -0.118
C -3.608 1.039 3.281
C -3.223 1.703 1.967
C -3.686 3.146 1.924
O -1.790 1.706 1.864
H -4.615 1.247 3.655
H -2.985 1.418 4.096
H -3.563 -0.051 3.222
H -3.623 1.144 1.116
H -4.769 3.175 2.043
H -3.471 3.595 0.953
H -3.212 3.726 2.715
H -1.442 0.808 1.875
```

The energy above the lowest of the compared OMol25 structures with the same formula, charge and spin is 0.0 kJ/mol. Its total charge is +1. As for the expectation value of S²: 8.755. Its HOMO energy (alpha / beta) is -12.350 / -12.350 eV. The spin multiplicity is 6. For the molecular weight, the calculation gives 315.130 g/mol.

---

# 4
Formula: C9H24F6N5O9P
Source: the OMol25 dataset
Level of theory: ωB97M-V/def2-TZVPD

Geometry as XYZ:
```
54
Properties=species:S:1:pos:R:3
N -0.717 0.967 2.848
H -0.319 1.104 3.766
H -1.718 1.081 2.776
H -0.366 0.083 2.508
H -0.416 1.791 2.347
N -4.052 1.169 2.475
O -3.391 2.205 2.453
O -4.785 0.788 1.601
O -3.923 0.339 3.339
N -1.410 -2.702 1.344
O -0.798 -1.753 1.874
O -2.594 -2.847 1.443
O -0.763 -3.526 0.737
N -0.150 4.351 1.174
O -1.137 4.933 1.515
O -0.048 3.212 1.577
O 0.772 4.848 0.424
C 2.482 -3.694 -2.506
C 0.964 -3.735 -2.675
C 0.257 -2.341 -2.912
C 0.685 -1.144 -1.972
N -0.296 0.035 -1.988
C 0.302 1.287 -1.408
C 1.041 2.052 -2.585
C 0.654 1.440 -3.880
C -0.582 0.530 -3.445
C -1.634 -0.200 -1.175
H 3.020 -4.640 -2.445
H 2.721 -3.010 -1.692
H 2.850 -3.302 -3.455
H 0.503 -4.160 -1.784
H 0.523 -4.482 -3.334
H -0.818 -2.488 -3.016
H 0.527 -2.045 -3.926
H 1.691 -0.773 -2.171
H 0.735 -1.448 -0.927
H -0.519 1.901 -1.038
H 0.802 1.098 -0.458
H 0.800 3.101 -2.410
H 2.122 1.957 -2.483
H 0.369 2.245 -4.558
H 1.457 0.876 -4.354
H -1.441 1.198 -3.376
H -0.681 -0.343 -4.090
H -2.333 0.518 -1.604
H -1.392 0.008 -0.132
H -2.007 -1.215 -1.305
P 1.854 0.669 5.543
F 0.192 0.775 5.535
F 1.825 -0.504 4.366
F 1.864 1.848 4.424
F 3.482 0.520 5.610
F 2.042 1.898 6.701
F 1.752 -0.475 6.723
```

Its total charge is -2. Its HOMO energy is -2.339 eV. For the molecular weight, the calculation gives 491.279 g/mol.

---

# 5
Formula: C9H24GeNO8PPdS2Se2
Source: the OMol25 dataset
Level of theory: ωB97M-V/def2-TZVPD

Geometry as XYZ:
```
49
Properties=species:S:1:pos:R:3
Pd -0.163 0.443 1.366
C -5.514 -0.388 -1.413
C -4.372 -0.077 -2.354
O -3.126 -0.580 -1.845
P -2.230 0.093 -0.723
S -2.572 -0.393 1.292
S -0.374 0.657 -1.155
O -3.090 1.485 -0.632
C -2.636 2.644 0.095
C -3.589 3.775 -0.209
H -6.461 -0.093 -1.870
H -5.397 0.155 -0.476
H -5.549 -1.457 -1.198
H -4.290 0.992 -2.542
H -4.496 -0.595 -3.305
H -1.618 2.883 -0.214
H -2.607 2.426 1.165
H -3.586 4.007 -1.275
H -3.283 4.664 0.343
H -4.606 3.517 0.089
O -1.655 -1.939 -0.510
N -0.419 -2.186 -0.172
O 0.126 -2.005 0.941
C 5.218 -1.623 -1.600
Ge 3.378 -1.493 -0.906
C 2.197 -1.797 -2.428
C 3.179 -2.892 0.442
C 3.304 0.372 -0.249
Se 2.410 1.041 1.353
C 3.003 -0.249 2.670
H 5.373 -2.585 -2.091
H 5.946 -1.528 -0.792
H 5.412 -0.834 -2.329
H 2.394 -2.791 -2.835
H 2.401 -1.059 -3.206
H 1.149 -1.723 -2.151
H 3.404 -3.852 -0.027
H 2.162 -2.922 0.828
H 3.875 -2.741 1.267
H 2.896 0.980 -1.061
H 4.344 0.685 -0.129
H 4.087 -0.342 2.623
H 2.515 -1.204 2.505
H 2.688 0.184 3.616
O 1.608 2.034 4.189
Se 0.045 1.710 3.916
O -0.972 2.196 5.062
O -0.394 2.331 2.396
O -0.114 0.077 3.536
```

The energy above the lowest of the compared OMol25 structures with the same formula, charge and spin is 49.3 kJ/mol. Its total charge is -1. As for the expectation value of S²: 8.771. Its HOMO energy (alpha / beta) is -4.623 / -5.963 eV. The spin multiplicity is 6. For the molecular weight, the calculation gives 706.348 g/mol.

---

# 6
Formula: C9H24LiO7
Source: the OMol25 dataset
Level of theory: ωB97M-V/def2-TZVPD

Geometry as XYZ:
```
41
Properties=species:S:1:pos:R:3
Li 7.924 -5.511 11.784
C 10.393 -6.784 11.550
O 9.465 -6.051 11.012
O 11.495 -7.014 11.142
O 10.009 -7.329 12.710
C 8.092 -7.122 15.502
C 7.396 -6.038 14.789
O 7.637 -5.987 13.442
H 7.512 -7.403 16.351
H 9.056 -6.772 15.826
H 8.024 -8.010 14.936
H 7.754 -5.066 15.279
H 6.309 -5.995 15.045
H 9.193 -6.944 13.052
C 5.477 -3.128 12.300
C 5.389 -4.241 11.201
O 6.668 -4.407 10.596
H 4.466 -2.876 12.471
H 6.084 -2.301 11.862
H 6.043 -3.387 13.186
H 4.659 -3.999 10.425
H 5.027 -5.126 11.643
H 6.626 -4.997 9.824
C 6.784 -8.074 10.470
C 7.332 -7.658 9.118
O 7.735 -6.266 9.046
H 6.756 -9.187 10.444
H 5.777 -7.699 10.585
H 7.426 -7.750 11.302
H 6.513 -7.739 8.379
H 8.148 -8.202 8.779
H 8.564 -6.267 9.647
C 12.134 -4.776 14.439
C 12.017 -5.926 15.451
O 11.996 -7.192 14.856
H 13.245 -4.696 14.244
H 11.688 -3.857 14.791
H 11.592 -4.983 13.526
H 11.137 -5.800 16.070
H 12.805 -5.849 16.228
H 11.285 -7.136 14.157
```

Its total charge is -1. Its HOMO energy is -4.952 eV. For the molecular weight, the calculation gives 251.225 g/mol.

---

# 7
Formula: C9H24NSi
Source: the OMol25 dataset
Level of theory: ωB97M-V/def2-TZVPD

Geometry as XYZ:
```
35
Properties=species:S:1:pos:R:3
C 1.436 2.651 2.680
C -2.232 1.721 -0.219
C 1.105 -2.054 0.994
C 0.187 -3.362 -1.928
C 2.012 -0.689 -1.972
C 0.324 2.715 1.628
C -0.076 1.240 1.259
C -0.735 1.319 -0.110
C -0.874 -0.793 -0.978
N -2.120 -1.334 -0.524
Si 0.819 -1.864 -0.941
H 1.941 3.703 2.677
H 2.260 2.090 2.247
H 0.983 2.434 3.627
H -2.861 1.481 0.553
H -2.165 2.824 -0.480
H -2.714 1.319 -1.156
H 0.622 -1.279 1.530
H 0.977 -3.074 1.284
H 2.158 -1.849 1.161
H -0.542 -2.949 -2.737
H 0.907 -3.817 -2.480
H -0.450 -3.988 -1.305
H 2.635 -0.152 -1.399
H 2.688 -1.257 -2.726
H 1.377 -0.075 -2.482
H 0.639 3.168 0.731
H -0.560 3.379 1.898
H -0.666 0.913 2.095
H 0.953 0.741 1.107
H -0.016 1.764 -0.823
H -1.038 -0.336 -1.937
H -2.777 -0.594 -0.114
H -1.760 -2.158 0.136
H -2.437 -1.841 -1.295
```

Its total charge is +1. As for the expectation value of S²: 2.008. Its HOMO energy (alpha / beta) is -9.320 / -13.815 eV. The spin multiplicity is 3. For the molecular weight, the calculation gives 174.384 g/mol.

---

# 8
Formula: C9H24O3
Source: the OMol25 dataset
Level of theory: ωB97M-V/def2-TZVPD

Geometry as XYZ:
```
36
Properties=species:S:1:pos:R:3
C -1.367 8.674 -2.441
C -1.864 7.932 -3.713
C -2.630 6.635 -3.336
O -2.721 8.960 -4.274
H -2.269 8.910 -1.877
H -0.757 9.547 -2.674
H -0.680 7.967 -1.976
H -1.008 7.802 -4.375
H -2.031 5.889 -2.813
H -3.065 6.063 -4.155
H -3.401 6.962 -2.638
H -2.360 9.844 -4.178
C -1.154 6.910 -9.527
C -2.368 6.047 -10.038
C -2.707 6.157 -11.622
O -1.915 4.782 -9.612
H -1.504 7.942 -9.495
H -0.450 6.873 -10.359
H -0.601 6.498 -8.683
H -3.195 6.357 -9.398
H -2.488 7.174 -11.947
H -3.739 5.958 -11.908
H -1.970 5.495 -12.077
H -2.653 4.183 -9.744
C -5.461 9.007 -6.649
C -5.339 7.563 -6.249
C -4.246 6.768 -7.007
O -4.933 7.642 -4.963
H -5.739 9.064 -7.701
H -4.572 9.620 -6.502
H -6.320 9.453 -6.147
H -6.299 7.064 -6.381
H -3.959 5.877 -6.450
H -3.339 7.373 -7.019
H -4.502 6.484 -8.028
H -3.999 7.838 -4.857
```

The energy above the lowest of the compared OMol25 structures with the same formula, charge and spin is 181.4 kJ/mol. The SMILES is CC(C)O.CC(C)O.CC(C)O. Its HOMO energy is -9.280 eV. For the molecular weight, the calculation gives 180.288 g/mol.

---

# 9
Formula: C9H25F3N3O7PS2
Source: the OMol25 dataset
Level of theory: ωB97M-V/def2-TZVPD

Geometry as XYZ:
```
50
Properties=species:S:1:pos:R:3
N -2.116 -0.512 1.309
P -2.322 0.699 0.261
O -1.334 0.484 -1.156
S 0.333 0.675 -0.812
O 0.922 -0.703 -0.975
O 0.355 1.157 0.831
S 1.713 2.057 1.214
O 1.288 3.285 1.971
O 2.568 2.409 0.035
C 2.644 1.012 2.489
F 2.433 -0.319 2.123
F 2.037 1.220 3.745
F 3.975 1.397 2.486
H -1.824 -0.021 2.179
H -2.112 1.994 0.853
H -3.667 0.681 -0.219
C -2.601 -6.273 3.509
C -2.422 -5.102 2.549
C -0.946 -4.746 2.271
O -0.293 -4.055 3.332
C 0.140 -4.886 4.395
N -3.167 -3.946 3.062
H -2.447 -5.992 4.553
H -3.618 -6.668 3.439
H -1.912 -7.089 3.272
H -2.868 -5.398 1.593
H -0.922 -4.059 1.419
H -0.368 -5.629 1.973
H 0.477 -5.865 4.043
H -0.657 -4.999 5.133
H 0.976 -4.390 4.894
H -3.132 -3.202 2.368
H -2.638 -3.569 3.847
C 1.351 5.747 -4.452
C 1.913 4.700 -3.495
C 2.162 3.327 -4.154
O 0.983 2.564 -4.396
C 0.258 2.955 -5.550
N 1.022 4.588 -2.335
H 0.284 5.617 -4.642
H 1.473 6.748 -4.031
H 1.873 5.726 -5.413
H 2.882 5.071 -3.146
H 2.761 2.726 -3.461
H 2.754 3.422 -5.072
H 0.916 3.283 -6.359
H -0.457 3.740 -5.296
H -0.315 2.093 -5.897
H 1.453 3.968 -1.651
H 0.194 4.075 -2.638
```

The energy above the lowest of the compared OMol25 structures with the same formula, charge and spin is 254.6 kJ/mol. Its HOMO energy is -8.916 eV. For the molecular weight, the calculation gives 439.415 g/mol.

---

# 10
Formula: C9H25N4
Source: the OMol25 dataset
Level of theory: ωB97M-V/def2-TZVPD

Geometry as XYZ:
```
38
Properties=species:S:1:pos:R:3
C -2.633 -1.228 1.469
C -1.596 -2.452 -0.625
C 3.485 -2.115 1.771
C 0.549 1.791 -2.438
C -2.094 2.575 -0.061
C 0.247 3.757 -0.560
C -0.372 -0.501 0.944
C -1.620 -1.212 0.317
C 0.355 -0.088 -0.295
N 1.512 -0.475 -0.658
N 2.723 -2.669 0.575
N -0.548 1.715 -1.430
N -0.738 2.668 -0.639
H -2.237 -1.763 2.365
H -3.001 -0.234 1.814
H -3.397 -1.847 1.112
H -1.414 -3.300 -0.075
H -2.428 -2.549 -1.246
H -0.745 -2.299 -1.480
H 4.094 -1.188 1.593
H 2.620 -1.871 2.369
H 4.273 -2.779 2.308
H 0.449 2.848 -2.923
H 1.424 1.682 -1.893
H 0.157 1.020 -3.211
H -2.776 3.028 -0.671
H -2.227 1.592 0.048
H -1.991 3.012 0.882
H 0.133 4.109 0.402
H 1.196 3.356 -0.535
H 0.269 4.525 -1.272
H -0.614 0.455 1.468
H 0.070 -1.085 1.662
H -2.021 -0.620 -0.446
H 2.072 -1.202 -0.088
H 1.737 -0.216 -1.599
H 3.310 -3.445 0.314
H 1.775 -2.996 0.733
```

The energy above the lowest of the compared OMol25 structures with the same formula, charge and spin is 348.1 kJ/mol. Its total charge is +1. Its HOMO energy (alpha / beta) is -11.086 / -11.087 eV. For the molecular weight, the calculation gives 189.327 g/mol.

---

# 11
Formula: C9H25N4O6S2
Source: the OMol25 dataset
Level of theory: ωB97M-V/def2-TZVPD

Geometry as XYZ:
```
46
Properties=species:S:1:pos:R:3
N 6.157 -1.372 -0.329
C 5.123 -2.042 -0.085
C 3.868 -1.730 -0.868
N 2.659 -2.234 -0.214
C 1.547 -1.550 0.037
N 0.367 -2.189 0.234
N 1.535 -0.228 0.079
H 6.956 -1.673 0.226
H 5.062 -2.850 0.655
H 3.935 -2.160 -1.870
H 3.804 -0.652 -0.989
H 2.634 -3.217 0.007
H -0.137 -1.960 1.088
H 0.365 -3.183 0.054
H 2.373 0.325 0.154
H 0.665 0.277 0.041
O -4.216 -0.471 2.095
S -3.649 -1.716 2.514
O -2.249 -1.930 2.260
O -4.489 -2.906 1.910
C -4.805 -2.872 0.489
C -3.620 -3.213 -0.385
C -3.982 -2.023 4.208
H -5.222 -1.894 0.253
H -5.594 -3.612 0.390
H -2.844 -2.451 -0.320
H -3.955 -3.279 -1.420
H -3.192 -4.172 -0.093
H -5.043 -1.870 4.384
H -3.390 -1.308 4.774
H -3.682 -3.041 4.443
O 1.097 2.776 -0.080
S 0.455 3.171 -1.311
O 0.935 2.559 -2.513
O 0.436 4.732 -1.421
C 1.698 5.460 -1.282
C 2.572 5.350 -2.508
C -1.283 2.933 -1.183
H 2.196 5.107 -0.380
H 1.374 6.484 -1.113
H 2.927 4.333 -2.663
H 3.435 6.004 -2.380
H 2.028 5.661 -3.399
H -1.640 3.407 -0.273
H -1.457 1.859 -1.154
H -1.753 3.362 -2.064
```

Its total charge is +1. Its HOMO energy is -13.355 eV. For the molecular weight, the calculation gives 349.455 g/mol.